--- i ---
DFT (wB97M-V/def2-TZVPD) results for an isolated molecule of C7H8O.

Results
SMILES: OC1[C@H]2C=CC=C[C@H]12
HOMO-LUMO gap: 8.780 eV
net charge: 0

Positions of all 16 atoms, in Å:
O1 -1.9147 1.9197 -0.3593
C1 -1.1321 1.4648 0.5508
C2 -0.7864 -0.2198 0.6344
C3 -0.5453 -1.4014 0.0104
C4 0.7505 -1.6821 -0.3856
C5 1.9722 -0.7109 -0.3110
C6 1.5349 0.5545 -0.0820
C7 0.0379 0.6875 -0.1359
H1 -2.8914 2.0494 -0.2643
H2 -0.7003 2.0182 1.5660
H3 -0.6113 -0.2285 1.6868
H4 -1.0556 -2.3524 -0.5443
H5 0.9570 -2.6997 -0.7999
H6 2.8263 -1.2992 -0.4696
H7 2.1098 1.3643 0.0761
H8 -0.5515 0.5356 -1.1726

Löwdin population analysis, charges in e, atoms 1 to 8: O 0.01; C -0.25; C -0.25; C -0.15; C -0.09; C -0.03; C -0.02; C -0.26


--- ii ---
DFT (wB97M-V/def2-TZVPD) results for C7H8O as an isolated structure.

Results
HOMO-LUMO gap: 9.319 eV
net charge: 0

Positions of all 16 atoms, in Å:
C1 1.1709 0.3882 -1.0943
C2 0.4927 -0.9779 -0.7279
C3 -0.2773 0.8818 -1.0230
C4 -0.7503 1.4289 0.3741
C5 -0.3852 0.8892 1.5491
C6 -0.0163 -0.5592 1.6496
C7 0.3171 -1.4881 0.7392
H1 1.8305 1.0310 -0.5213
H2 1.6548 0.2807 -2.1034
H3 0.9283 -1.9208 -1.0235
H4 -0.8026 1.4808 -1.8444
H5 -0.8549 2.6477 0.5034
H6 -0.3218 1.4287 2.5596
H7 -0.2623 -1.3264 2.5567
H8 0.5141 -2.5630 0.9936
O1 -0.7494 -0.5544 -1.2403

Löwdin population analysis, charges in e, atoms 1 to 8: C -0.04; C -0.34; C -0.23; C -0.04; C -0.12; C -0.12; C -0.05; H 0.11


Energies relative to the minimum, hartree: i 0.0929; ii 0.0000


--- i ---
DFT (wB97M-V/def2-TZVPD) results for a 2-piece molecular cluster, C4H14N3S overall.

Results
HOMO-LUMO gap: 7.863 eV
net charge: +1

Positions of all 22 atoms, in Å:
C1 3.0626 -0.2467 0.1519
C2 1.7540 1.4435 1.7759
N1 2.9089 0.8809 1.1986
N2 0.6131 0.6595 1.9569
N3 1.6901 2.7876 2.1104
H1 3.7113 1.3967 1.3682
H2 0.4969 -0.0858 1.3391
H3 -0.2565 1.1118 2.1180
H4 2.5217 3.2934 1.8290
H5 1.0740 3.2446 2.8897
H6 2.1742 -1.0439 0.1811
H7 4.0012 -0.8170 0.4149
H8 2.8007 0.2635 -0.7866
C3 -3.4068 -2.1720 -0.5728
C4 -2.4723 -0.6799 -3.1397
S1 -2.0791 -1.1629 -1.3435
H9 -2.9588 -2.7922 0.2878
H10 -4.2500 -1.5784 -0.0284
H11 -3.8326 -2.8062 -1.3309
H12 -3.1600 0.2236 -3.3545
H13 -2.8967 -1.5224 -3.5787
H14 -1.4956 -0.3975 -3.4866

Löwdin population analysis, charges in e, atoms 1 to 8: C 0.00; C -0.31; N 0.03; N 0.20; N 0.16; H 0.10; H 0.07; H 0.11


--- ii ---
DFT (wB97M-V/def2-TZVPD) results for a 2-piece molecular cluster, C4H14N3S overall.

Results
HOMO-LUMO gap: 6.844 eV
net charge: +1

Positions of all 22 atoms, in Å:
C1 0.3180 1.7546 1.4220
C2 -1.1967 3.9067 0.3807
S1 -0.0709 3.4636 1.8291
H1 1.3528 1.6179 1.3035
H2 -0.1412 1.2736 2.3022
H3 -0.2659 1.4038 0.5823
H4 -1.2748 3.1466 -0.3791
H5 -1.2050 4.9337 0.1618
H6 -2.1162 3.6890 0.9925
C3 -1.7585 -2.5811 -1.0297
C4 0.7790 -2.6174 -1.1751
N1 -0.3730 -2.5791 -0.3944
N2 0.8084 -2.3566 -2.4998
N3 1.8959 -2.6565 -0.3856
H7 -0.3620 -2.2588 0.5295
H8 -0.1937 -2.4815 -2.7911
H9 1.5963 -2.5538 -3.0811
H10 2.7577 -2.4805 -0.8431
H11 1.9761 -3.5136 0.2135
H12 -1.9757 -1.5109 -1.0379
H13 -2.2020 -3.1461 0.0797
H14 -1.9829 -3.1688 -1.9274

Löwdin population analysis, charges in e, atoms 1 to 8: C -0.46; C -0.36; S 0.72; H 0.00; H 0.02; H 0.01; H 0.02; H 0.01


Energies relative to the minimum, hartree: i 0.0000; ii 0.0365


--- i ---
DFT (wB97M-V/def2-TZVPD) results for a 4-piece molecular cluster, C2H10O4 overall.

Results
SMILES: CC=O.O.O.O
HOMO-LUMO gap: 11.082 eV
net charge: 0

Positions of all 16 atoms, in Å:
C1 1.9089 -0.7319 1.4457
C2 0.4282 -0.4261 1.5456
O1 -0.2222 -0.4374 0.5291
H1 2.4214 0.2112 1.2834
H2 1.9933 -1.4497 0.6337
H3 2.3329 -1.3037 2.2784
H4 0.1468 0.0117 2.5066
O2 -2.5923 0.7779 -0.0219
H5 -1.8290 0.3177 0.3489
H6 -3.3549 0.4449 0.4561
O3 -1.3033 3.0869 0.6532
H7 -0.8482 3.0969 -0.1824
H8 -1.9688 2.3711 0.5987
O4 0.8851 -1.6420 -4.1869
H9 0.6890 -1.9193 -3.3030
H10 1.3130 -2.4083 -4.5852

Löwdin population analysis, charges in e, atoms 1 to 8: C -0.05; C -0.26; O 0.03; H 0.09; H 0.08; H 0.08; H 0.12; O -0.06


--- ii ---
DFT (wB97M-V/def2-TZVPD) results for a 3-piece molecular cluster, C2H10O4 overall.

Results
SMILES: OCCO.O.O
HOMO-LUMO gap: 10.455 eV
net charge: 0

Positions of all 16 atoms, in Å:
O1 -23.8572 -13.7429 11.4307
C1 -24.3120 -14.7959 12.2718
C2 -25.6256 -14.4892 12.9436
O2 -26.6514 -14.5223 11.9815
H1 -23.6069 -13.0102 12.0022
H2 -24.4233 -15.6602 11.6195
H3 -23.5509 -15.0329 13.0245
H4 -25.5687 -13.5024 13.4344
H5 -25.8163 -15.2095 13.7551
H6 -27.5078 -14.4232 12.4160
O3 -30.0611 -12.8712 9.6782
H7 -30.5647 -12.5338 8.9340
H8 -29.2408 -13.1992 9.2964
O4 -29.4804 -14.6346 12.0404
H9 -30.1747 -15.2963 12.0429
H10 -29.6370 -14.1052 11.2508

Löwdin population analysis, charges in e, atoms 1 to 8: O -0.07; C -0.26; C -0.27; O -0.07; H 0.08; H 0.12; H 0.12; H 0.12


Energies relative to the minimum, hartree: i 0.0027; ii 0.0000


--- i ---
DFT (wB97M-V/def2-TZVPD) results for an isolated molecule of C5H11N3O2S.

Results
SMILES: CC1=NN(C(C)C)S(=O)(=O)N1
HOMO-LUMO gap: 9.574 eV
net charge: 0

Positions of all 22 atoms, in Å:
C1 2.1770 1.2768 2.1774
C2 1.1903 0.2630 1.6670
N1 0.2745 0.5058 0.7871
N2 -0.5823 -0.5772 0.5906
C3 -1.2208 -0.8342 -0.6761
C4 -0.2098 -0.9604 -1.7939
C5 -2.3173 0.1922 -1.0472
S1 0.0268 -1.9164 1.3661
O1 0.8710 -2.7661 0.5839
O2 -0.8593 -2.6324 2.2187
N3 0.9868 -0.9380 2.3503
H1 1.5364 2.0355 2.8972
H2 2.4439 1.8460 1.3749
H3 3.0069 0.7333 2.6218
H4 -1.9239 -1.7041 -0.5737
H5 0.3974 0.0392 -1.9998
H6 0.5003 -1.6682 -1.3773
H7 -0.7050 -1.1152 -2.7087
H8 -1.8899 1.1908 -1.0875
H9 -3.0100 0.3771 -0.3332
H10 -2.8414 -0.0896 -1.8568
H11 1.6098 -1.3830 2.9433

Löwdin population analysis, charges in e, atoms 1 to 8: C 0.00; C -0.42; N 0.11; N -0.22; C -0.42; C -0.06; C -0.04; S 0.65


--- ii ---
DFT (wB97M-V/def2-TZVPD) results for a 2-piece molecular cluster, C5H11N3O2S overall.

Results
HOMO-LUMO gap (spin up / spin down): 9.093 / 9.092 eV
net charge: 0

Positions of all 22 atoms, in Å:
C1 -3.6892 -0.0529 1.3273
C2 -0.3476 -1.2133 -2.2008
C3 -3.0173 0.9196 1.0843
C4 2.6915 -0.1481 0.0446
C5 1.0259 -0.2502 1.6629
N1 -1.2755 -0.5801 -1.4922
N2 -1.0640 0.4286 -0.7104
N3 1.2377 -0.1293 0.2576
O1 1.0649 1.5288 -1.6487
O2 0.1173 2.1621 0.5185
S1 0.3739 1.1620 -0.4197
H1 -4.2171 -0.8440 1.6477
H2 -2.3550 -0.8261 -1.4951
H3 -0.5888 -1.9214 -3.0296
H4 0.6602 -0.7204 -2.3048
H5 -2.4486 1.8582 0.9362
H6 3.0523 0.6869 0.6138
H7 2.9806 -1.0927 0.1102
H8 2.7312 0.0424 -1.0193
H9 1.2429 -1.3721 1.8801
H10 1.8635 0.3517 2.2280
H11 -0.0387 0.0104 2.0093

Löwdin population analysis, charges in e, atoms 1 to 8: C 0.00; C 0.04; C -0.03; C -0.07; C -0.16; N -0.12; N -0.18; N -0.36


Energies relative to the minimum, hartree: i 0.0000; ii 0.1476


--- i ---
DFT (wB97M-V/def2-TZVPD) results for a 5-piece molecular cluster, H10O4S overall.

Results
SMILES: O.O.O.O.S
HOMO-LUMO gap: 10.421 eV
net charge: 0

Positions of all 15 atoms, in Å:
O1 2.0241 -1.0431 -0.7960
H1 2.5313 -1.2182 0.0102
H2 1.1764 -1.4274 -0.5347
O2 0.7438 1.5629 -0.9578
H3 1.6834 1.5615 -1.1739
H4 0.7043 1.0422 -0.1500
O3 -3.0401 0.2142 0.9881
H5 -3.1096 -0.6640 1.3689
H6 -2.8991 0.1023 0.0421
O4 -0.9090 -0.6272 -1.7787
H7 -0.5826 0.1818 -2.2021
H8 -0.3571 -1.2783 -2.2345
S1 1.1970 0.7437 2.6525
H9 0.1070 1.3546 2.1627
H10 0.7302 -0.5051 2.6034

Löwdin population analysis, charges in e, atoms 1 to 8: O -0.07; H 0.04; H 0.02; O -0.08; H 0.04; H -0.03; O -0.06; H 0.03


--- ii ---
DFT (wB97M-V/def2-TZVPD) results for a 5-piece molecular cluster, H10O4S overall.

Results
SMILES: O.O.O.O.S
HOMO-LUMO gap: 10.409 eV
net charge: 0

Positions of all 15 atoms, in Å:
O1 3.5895 0.2518 0.1179
H1 3.4603 -0.3967 -0.5865
H2 4.2128 -0.1366 0.7420
O2 -1.7984 1.8982 0.6597
H3 -1.3268 1.0672 0.5567
H4 -2.4786 1.8800 -0.0196
O3 -2.9238 -1.6178 -0.5455
H5 -2.1205 -1.7873 -1.0352
H6 -3.6542 -2.1223 -0.9030
O4 0.9313 0.5068 3.4754
H7 0.4819 1.3134 3.2017
H8 0.7060 -0.1276 2.7891
S1 -0.2785 -0.0084 -2.7449
H9 0.5865 -0.6592 -1.9648
H10 0.6125 -0.0614 -3.7431

Löwdin population analysis, charges in e, atoms 1 to 8: O -0.06; H 0.03; H 0.04; O -0.06; H 0.01; H 0.03; O -0.06; H 0.00


Energies relative to the minimum, hartree: i 0.0000; ii 0.0120


--- i ---
DFT (wB97M-V/def2-TZVPD) results for an isolated molecule of C20H23N3O4.

Results
SMILES: COC(=O)c1ccccc1NC(=O)N1CCN(c2ccc(OC)cc2)CC1
HOMO-LUMO gap: 7.728 eV
net charge: 0

Positions of all 50 atoms, in Å:
C1 2.4867 4.3281 -1.8588
O1 2.8062 3.8488 -0.5631
C2 2.5219 2.5621 -0.3249
O2 2.0188 1.8575 -1.1887
C3 2.8749 2.1295 1.0313
C4 3.4672 3.0463 1.9076
C5 3.8192 2.6834 3.1870
C6 3.5814 1.3829 3.6186
C7 2.9993 0.4589 2.7803
C8 2.6343 0.8065 1.4757
N1 2.0715 -0.0946 0.6030
C9 1.6899 -1.4005 0.8343
O3 1.6686 -1.9254 1.9302
N2 1.3609 -2.1000 -0.2937
C10 1.2819 -1.5931 -1.6432
C11 -0.1532 -1.1181 -1.9403
N3 -1.0691 -1.9394 -1.1825
C12 -2.3856 -1.5550 -1.0004
C13 -3.1893 -2.1720 -0.0335
C14 -4.4936 -1.7809 0.1620
C15 -5.0522 -0.7448 -0.5857
O4 -6.3601 -0.4407 -0.3113
C16 -6.9672 0.5922 -1.0429
C17 -4.2599 -0.1075 -1.5284
C18 -2.9504 -0.5110 -1.7327
C19 -0.6253 -3.3026 -1.0324
C20 0.6197 -3.3370 -0.1259
H1 2.7753 5.3758 -1.8731
H2 1.4169 4.2221 -2.0514
H3 3.0366 3.7684 -2.6188
H4 3.6458 4.0505 1.5576
H5 4.2759 3.4027 3.8491
H6 3.8554 1.0903 4.6213
H7 2.8084 -0.5468 3.1152
H8 1.8648 0.3185 -0.3030
H9 1.5513 -2.4208 -2.3079
H10 1.9959 -0.7908 -1.8240
H11 -0.2722 -0.0791 -1.6208
H12 -0.3364 -1.1731 -3.0264
H13 -2.7863 -2.9551 0.5895
H14 -5.1063 -2.2633 0.9071
H15 -7.9885 0.6585 -0.6704
H16 -6.9888 0.3693 -2.1155
H17 -6.4627 1.5516 -0.8834
H18 -4.6458 0.7045 -2.1250
H19 -2.3742 0.0004 -2.4874
H20 -1.4166 -3.9163 -0.6083
H21 -0.3799 -3.7205 -2.0216
H22 1.2539 -4.1950 -0.3785
H23 0.3448 -3.4068 0.9282

Löwdin population analysis, charges in e, atoms 1 to 8: C -0.04; O -0.04; C -0.42; O 0.08; C -0.06; C -0.02; C -0.08; C -0.06


--- ii ---
DFT (wB97M-V/def2-TZVPD) results for an isolated molecule of C20H23N3O4.

Results
SMILES: COc1cc(C(=O)NCCc2cn3ccc(C)cc3n2)cc(OC)c1OC
HOMO-LUMO gap: 8.506 eV
net charge: 0

Positions of all 50 atoms, in Å:
C1 2.6463 -1.2846 2.7763
O1 1.3310 -0.8142 2.5843
C2 1.0242 0.1493 1.6736
C3 -0.3300 0.4841 1.6795
C4 -0.8343 1.4369 0.8142
C5 -2.2797 1.7573 0.6341
O2 -2.6474 2.5352 -0.2314
N1 -3.1625 1.1425 1.4670
C6 -4.5118 0.9104 1.0021
C7 -4.6397 -0.5150 0.4128
C8 -3.3449 -0.8990 -0.2215
C9 -2.7609 -0.3979 -1.3646
N2 -1.5134 -0.9358 -1.4186
C10 -0.4910 -0.7662 -2.2865
C11 0.6786 -1.4284 -2.0824
C12 0.8452 -2.2986 -0.9760
C13 2.1410 -3.0288 -0.8070
C14 -0.1892 -2.4523 -0.0926
C15 -1.3884 -1.7590 -0.2986
N3 -2.4936 -1.7308 0.4230
C16 0.0436 2.0919 -0.0455
C17 1.3932 1.7955 -0.0570
O3 2.2916 2.4478 -0.8596
C18 1.8135 3.4594 -1.7132
C19 1.9034 0.7848 0.7837
O4 3.2287 0.4176 0.8017
C20 3.9707 0.4301 -0.3995
H1 2.5770 -1.9663 3.6247
H2 3.0130 -1.8302 1.9047
H3 3.3370 -0.4741 3.0136
H4 -0.9415 -0.0660 2.3759
H5 -2.8014 0.4251 2.0778
H6 -4.7040 1.6611 0.2327
H7 -5.2163 1.0493 1.8255
H8 -4.8428 -1.2317 1.2092
H9 -5.4567 -0.5408 -0.3084
H10 -3.1273 0.2911 -2.0967
H11 -0.6583 -0.0971 -3.1172
H12 1.4914 -1.2962 -2.7796
H13 2.3686 -3.6093 -1.7006
H14 2.9584 -2.3253 -0.6531
H15 2.0940 -3.7023 0.0447
H16 -0.1140 -3.0886 0.7734
H17 -0.3776 2.8397 -0.6966
H18 1.0967 3.0672 -2.4411
H19 1.3503 4.2749 -1.1506
H20 2.6918 3.8346 -2.2369
H21 4.7952 -0.2669 -0.2379
H22 4.3736 1.4217 -0.6136
H23 3.3686 0.0978 -1.2481

Löwdin population analysis, charges in e, atoms 1 to 8: C -0.07; O -0.06; C -0.19; C 0.04; C -0.12; C -0.46; O 0.05; N 0.07


Energies relative to the minimum, hartree: i 0.0000; ii 0.0432